A molecular structure, C24H24CoN8O3S. Source: the OMol25 dataset; level of theory: the ωB97M-V functional and the def2-TZVPD basis.

Values from the calculation:
<S²>: 6.0325
HOMO energy (spin up / spin down), eV: -10.5 / -10.5
Total charge: +1
Energy above the lowest of the compared OMol25 structures with the same formula, charge and spin, kcal/mol: 0.51
Gap between HOMO and LUMO (spin up / spin down), eV: 7.07 / 4.90
Multiplicity: 5

Atoms and positions in Å:
Co  0.30  0.07  0.08
C  4.26  -0.20  2.02
C  3.08  -0.18  1.10
N  1.91  0.20  1.42
N  1.61  0.63  2.68
C  0.38  1.13  2.66
O  -0.34  1.24  1.59
C  -0.19  1.63  3.93
C  0.57  1.66  5.10
C  0.02  2.13  6.28
C  -1.31  2.56  6.30
C  -2.07  2.52  5.14
C  -1.51  2.06  3.96
C  3.20  -0.57  -0.33
C  4.38  -1.03  -0.90
C  4.40  -1.33  -2.25
C  3.25  -1.17  -3.00
C  2.11  -0.72  -2.36
N  2.08  -0.43  -1.06
H  3.96  0.18  2.99
H  5.07  0.42  1.63
H  4.64  -1.21  2.14
H  1.60  1.32  5.07
H  0.61  2.15  7.18
H  -1.74  2.92  7.23
H  -3.10  2.86  5.16
H  -2.09  2.04  3.05
H  5.26  -1.14  -0.29
H  5.31  -1.69  -2.71
H  3.24  -1.39  -4.06
H  1.18  -0.57  -2.91
O  -0.15  -1.61  1.31
N  -0.66  -2.61  0.84
N  -0.93  -2.44  -0.49
O  -0.65  -1.37  -1.06
C  -1.58  -3.51  -1.19
C  -1.76  -3.36  -2.56
C  -2.38  -4.39  -3.26
C  -2.80  -5.53  -2.59
C  -2.61  -5.65  -1.22
C  -2.00  -4.64  -0.50
H  -1.42  -2.47  -3.06
H  -2.53  -4.29  -4.32
H  -3.29  -6.33  -3.14
H  -2.95  -6.54  -0.70
H  -1.85  -4.73  0.57
C  -3.75  3.21  -3.43
C  -2.45  2.55  -3.90
C  -1.42  2.49  -2.82
N  -1.07  1.42  -2.19
N  -0.13  1.66  -1.21
C  0.21  2.92  -1.11
N  1.10  3.36  -0.20
S  -0.60  3.92  -2.25
H  -4.47  3.22  -4.24
H  -3.58  4.24  -3.12
H  -4.17  2.67  -2.59
H  -2.04  3.08  -4.76
H  -2.63  1.52  -4.21
H  1.28  2.76  0.59
H  1.18  4.35  -0.03